A structure of composition C33H46ClNOP4Sn at a distorted geometry. Source: OMol25; level of theory: wB97M-V/def2-TZVPD.

Positions of all 87 atoms, in Å:
P (0.235, -0.207, -2.834)
C (0.297, -1.689, -3.744)
C (-0.709, -1.916, -4.696)
H (-1.579, -1.255, -4.763)
C (-0.602, -2.985, -5.589)
H (-1.353, -3.143, -6.363)
C (0.494, -3.860, -5.480)
H (0.591, -4.704, -6.177)
C (1.464, -3.685, -4.472)
H (2.293, -4.392, -4.372)
C (1.353, -2.615, -3.603)
H (2.084, -2.488, -2.793)
C (-1.386, 0.453, -2.653)
C (-2.465, -0.330, -2.210)
H (-2.307, -1.399, -1.992)
C (-3.734, 0.225, -2.026)
H (-4.568, -0.387, -1.668)
C (-3.933, 1.582, -2.339)
H (-4.944, 2.013, -2.245)
C (-2.875, 2.388, -2.786)
H (-3.052, 3.436, -3.044)
C (-1.597, 1.819, -2.905)
H (-0.764, 2.449, -3.255)
C (1.509, 0.946, -3.159)
C (1.744, 1.186, -4.518)
H (1.152, 0.665, -5.286)
C (2.718, 2.105, -4.924)
H (2.873, 2.330, -5.977)
C (3.484, 2.754, -3.935)
H (4.251, 3.484, -4.238)
C (3.285, 2.496, -2.563)
H (3.897, 3.012, -1.813)
C (2.288, 1.592, -2.189)
H (2.121, 1.347, -1.126)
Sn (0.742, -1.342, 2.089)
C (-0.288, 0.506, 2.867)
C (-0.864, 1.421, 2.086)
H (-0.322, 0.466, 3.963)
C (-0.752, 1.197, 0.545)
O (0.031, 2.383, 0.150)
H (0.232, 2.313, -0.801)
C (-0.117, -0.090, 0.229)
H (-1.777, 1.415, 0.124)
C (0.764, -0.999, 0.203)
Cl (1.873, -3.659, 1.332)
P (3.089, -0.345, 2.508)
P (-1.445, -2.779, 2.186)
C (4.158, -1.598, 3.262)
H (4.268, -2.453, 2.585)
H (3.726, -1.945, 4.208)
H (5.134, -1.132, 3.442)
C (3.931, 0.306, 1.053)
H (3.553, 1.307, 0.809)
H (3.786, -0.350, 0.187)
H (5.002, 0.370, 1.290)
C (2.995, 0.989, 3.730)
H (2.593, 0.614, 4.680)
H (2.354, 1.801, 3.366)
H (4.014, 1.364, 3.886)
C (-1.236, -4.178, 3.326)
H (-1.186, -3.816, 4.360)
H (-0.299, -4.700, 3.097)
H (-2.085, -4.865, 3.204)
C (-2.888, -1.869, 2.807)
H (-3.128, -1.029, 2.142)
H (-2.682, -1.472, 3.809)
H (-3.748, -2.551, 2.855)
C (-1.947, -3.500, 0.598)
H (-1.074, -3.887, 0.059)
H (-2.456, -2.753, -0.026)
H (-2.638, -4.328, 0.808)
P (-1.785, 2.946, 2.650)
C (-2.231, 2.786, 4.368)
C (-3.212, 3.003, 1.563)
H (-1.329, 2.622, 4.973)
H (-2.932, 1.950, 4.499)
H (-2.715, 3.729, 4.659)
H (-2.918, 3.072, 0.509)
H (-3.797, 3.889, 1.831)
H (-3.829, 2.106, 1.699)
C (-0.691, 4.315, 2.312)
H (0.227, 4.204, 2.900)
H (-1.206, 5.241, 2.587)
H (-0.428, 4.308, 1.248)
H (1.173, -1.958, -0.255)
N (1.101, -2.274, 5.162)
C (0.996, -1.979, 4.022)

The calculation puts the LUMO energy (spin up / spin down) at -6.68 / -6.68 eV. The HOMO energy (spin up / spin down) is -0.4276 / -0.4275 hartree. As for the charge: +2.

A structure of composition C33H46CuN7O5P. Source: OMol25; level of theory: wB97M-V/def2-TZVPD.

Positions of all 93 atoms, in Å:
Cu (0.522, -2.228, 0.556)
C (-1.735, -0.892, 4.104)
C (-0.771, -1.660, 5.016)
C (0.639, -1.116, 4.881)
C (1.079, -0.195, 5.830)
C (2.266, 0.505, 5.663)
C (3.014, 0.286, 4.518)
C (2.613, -0.628, 3.547)
C (3.442, -0.781, 2.294)
C (3.090, 0.285, 1.248)
C (1.434, -1.358, 3.738)
N (0.955, -2.213, 2.717)
C (0.748, -3.450, 3.029)
C (0.023, -4.360, 2.202)
C (-0.277, -5.715, 2.418)
C (-1.070, -6.101, 1.337)
C (-1.204, -4.952, 0.525)
N (-0.554, -3.905, 1.040)
H (-2.763, -1.243, 4.228)
H (-1.450, -1.032, 3.057)
H (-1.703, 0.179, 4.323)
H (-0.840, -2.716, 4.767)
H (-1.081, -1.567, 6.060)
H (0.458, -0.011, 6.702)
H (2.600, 1.210, 6.414)
H (3.944, 0.827, 4.364)
H (3.289, -1.764, 1.856)
H (4.500, -0.711, 2.559)
H (2.067, 0.137, 0.882)
H (3.770, 0.227, 0.392)
H (3.160, 1.291, 1.672)
H (1.121, -3.832, 3.983)
H (0.048, -6.321, 3.254)
H (-1.500, -7.076, 1.151)
H (-1.747, -4.865, -0.410)
C (-2.098, -1.940, -2.446)
C (-0.643, -2.197, -2.634)
N (0.227, -2.335, -1.667)
C (1.440, -2.600, -2.273)
C (1.289, -2.619, -3.633)
N (-0.033, -2.354, -3.839)
C (2.202, -2.777, -4.816)
O (3.397, -3.102, -4.543)
O (1.674, -2.622, -5.924)
C (2.650, -2.766, -1.419)
O (3.780, -3.029, -2.003)
O (2.543, -2.631, -0.204)
H (-2.283, -1.836, -1.378)
H (-2.697, -2.768, -2.832)
H (-2.409, -1.019, -2.944)
H (-0.420, -2.297, -4.768)
H (3.692, -3.012, -3.052)
O (-0.490, 0.546, 0.062)
P (-0.921, 1.588, -0.894)
N (-2.441, 1.322, -1.505)
C (-3.018, 1.878, -2.731)
C (-4.295, 2.575, -2.263)
C (-4.792, 1.659, -1.139)
C (-3.515, 1.060, -0.515)
N (-1.002, 3.037, -0.077)
C (0.117, 3.327, 0.861)
C (0.202, 4.860, 0.893)
C (-0.414, 5.292, -0.440)
C (-1.558, 4.294, -0.590)
N (0.106, 1.703, -2.177)
C (1.307, 0.816, -2.221)
C (2.101, 1.352, -3.409)
C (1.728, 2.835, -3.448)
C (0.235, 2.797, -3.147)
H (-3.277, 1.076, -3.433)
H (-2.325, 2.539, -3.248)
H (-5.021, 2.689, -3.069)
H (-4.062, 3.567, -1.872)
H (-5.420, 0.867, -1.551)
H (-5.385, 2.195, -0.399)
H (-3.622, -0.011, -0.341)
H (-3.269, 1.518, 0.443)
H (1.051, 2.886, 0.501)
H (-0.075, 2.899, 1.844)
H (1.226, 5.207, 1.026)
H (-0.395, 5.257, 1.718)
H (0.310, 5.151, -1.248)
H (-0.749, 6.330, -0.452)
H (-1.923, 4.197, -1.612)
H (-2.407, 4.620, 0.024)
H (1.019, -0.220, -2.346)
H (1.875, 0.888, -1.293)
H (1.786, 0.860, -4.333)
H (3.170, 1.177, -3.287)
H (1.949, 3.320, -4.400)
H (2.251, 3.374, -2.652)
H (-0.317, 2.577, -4.068)
H (-0.139, 3.742, -2.754)

The calculation puts the LUMO energy at 2.17 eV. For the energy relative to the best compared isomer or geometry (same formula, charge and spin), the calculation gives 0.0 kcal/mol. The HOMO energy is -0.1522 hartree. As for the charge: -1.

A structure of composition C33H46IrN13OP3 at a distorted geometry. Source: OMol25; level of theory: wB97M-V/def2-TZVPD.

Positions of all 97 atoms, in Å:
Ir (0.154, 0.874, 0.332)
C (1.887, -4.269, 1.094)
C (2.005, -4.017, -0.405)
C (3.448, -4.166, -0.880)
P (1.122, -2.476, -0.928)
C (1.440, -2.426, -2.751)
C (0.156, -2.189, -3.542)
C (2.560, -1.448, -3.108)
C (-0.597, -2.877, -0.619)
C (-0.988, -4.126, -1.139)
C (-2.161, -4.741, -0.791)
C (-2.924, -4.117, 0.192)
C (-2.586, -2.884, 0.683)
C (-1.465, -2.117, 0.222)
N (-1.272, -0.822, 0.655)
C (-2.330, -0.238, 1.414)
C (-3.680, -0.277, 1.055)
C (-4.645, 0.324, 1.846)
C (-4.304, 0.992, 3.013)
C (-2.966, 1.118, 3.339)
C (-1.994, 0.537, 2.534)
P (-0.239, 0.877, 2.574)
C (0.101, 2.502, 3.369)
C (-0.795, 3.613, 2.807)
C (0.048, 2.509, 4.901)
C (0.473, -0.389, 3.704)
C (1.978, -0.267, 3.928)
C (0.087, -1.809, 3.306)
H (2.317, -5.243, 1.332)
H (0.849, -4.266, 1.430)
H (2.443, -3.516, 1.656)
H (1.416, -4.780, -0.924)
H (4.124, -3.514, -0.334)
H (3.571, -3.973, -1.946)
H (3.759, -5.197, -0.702)
H (1.790, -3.443, -2.963)
H (-0.331, -1.266, -3.235)
H (-0.552, -3.005, -3.412)
H (0.400, -2.126, -4.604)
H (2.263, -0.426, -2.868)
H (2.775, -1.511, -4.177)
H (3.481, -1.661, -2.565)
H (-0.335, -4.630, -1.840)
H (-2.445, -5.692, -1.218)
H (-3.805, -4.608, 0.588)
H (-3.206, -2.493, 1.467)
H (-3.975, -0.750, 0.129)
H (-5.679, 0.291, 1.528)
H (-5.061, 1.475, 3.614)
H (-2.683, 1.712, 4.197)
H (1.134, 2.710, 3.071)
H (-1.826, 3.507, 3.141)
H (-0.801, 3.647, 1.720)
H (-0.428, 4.576, 3.166)
H (-0.971, 2.382, 5.267)
H (0.398, 3.481, 5.250)
H (0.676, 1.751, 5.365)
H (-0.048, -0.138, 4.636)
H (2.533, -0.529, 3.031)
H (2.281, -0.970, 4.707)
H (2.285, 0.731, 4.242)
H (0.495, -2.062, 2.329)
H (-0.993, -1.946, 3.267)
H (0.498, -2.510, 4.036)
N (3.078, 2.435, 1.383)
C (3.149, 1.087, 1.136)
N (4.239, 0.365, 1.351)
N (3.910, -0.869, 0.978)
N (2.690, -0.895, 0.563)
N (2.160, 0.339, 0.642)
C (2.164, 3.209, 0.696)
N (2.316, 4.487, 0.418)
N (1.195, 4.814, -0.252)
N (0.419, 3.797, -0.374)
N (1.009, 2.743, 0.236)
H (3.948, 2.884, 1.619)
N (-1.599, 1.786, -0.049)
C (-2.563, 2.401, -0.202)
C (-3.723, 3.128, -0.384)
C (-4.223, 3.281, -1.698)
N (-4.607, 3.363, -2.783)
C (-4.351, 3.685, 0.755)
N (-4.840, 4.107, 1.712)
C (0.455, 1.240, -4.647)
P (0.374, 2.038, -3.032)
C (-1.004, 3.175, -3.185)
C (1.924, 2.966, -2.947)
O (0.187, 1.024, -1.924)
H (0.557, 2.013, -5.411)
H (-0.457, 0.674, -4.832)
H (1.312, 0.573, -4.699)
H (-0.812, 3.878, -3.996)
H (-1.136, 3.721, -2.254)
H (-1.912, 2.614, -3.410)
H (1.780, 3.981, -3.316)
H (2.678, 2.466, -3.555)
H (2.283, 3.023, -1.924)

The calculation puts the LUMO energy (spin up / spin down) at 0.21 / -2.35 eV. The expectation value of S² is 0.7525. The spin multiplicity is 2. For the energy relative to the best compared isomer or geometry (same formula, charge and spin), the calculation gives 59.1 kcal/mol. The HOMO energy (spin up / spin down) is -0.2802 / -0.2799 hartree.

A structure of composition C33H47BrIrN3OSSi2 at a distorted geometry. Source: OMol25; level of theory: wB97M-V/def2-TZVPD.

Positions of all 89 atoms, in Å:
Ir (0.101, -0.011, -0.316)
C (-0.498, -3.663, -1.642)
Si (-1.328, -3.120, -0.006)
C (-0.107, -3.201, 1.461)
C (-2.732, -4.354, 0.396)
N (-1.675, -1.415, -0.176)
C (-2.828, -0.756, -0.141)
C (-4.080, -1.405, -0.106)
C (-5.257, -0.708, -0.009)
C (-5.247, 0.691, 0.016)
C (-4.057, 1.370, -0.058)
C (-2.821, 0.697, -0.126)
N (-1.657, 1.339, -0.172)
Si (-1.330, 3.047, -0.027)
C (-2.042, 3.983, -1.537)
C (0.578, 3.090, -0.050)
C (-2.029, 3.747, 1.601)
H (-0.507, -4.744, -1.719)
H (0.537, -3.346, -1.699)
H (-1.012, -3.266, -2.512)
H (0.251, -4.215, 1.597)
H (-0.597, -2.892, 2.380)
H (0.755, -2.560, 1.302)
H (-2.294, -5.325, 0.609)
H (-3.420, -4.495, -0.433)
H (-3.302, -4.059, 1.272)
H (-4.090, -2.477, -0.156)
H (-6.192, -1.242, 0.052)
H (-6.175, 1.236, 0.096)
H (-4.040, 2.446, -0.062)
H (-1.509, 3.750, -2.455)
H (-1.964, 5.054, -1.378)
H (-3.092, 3.755, -1.698)
H (0.985, 2.394, -0.790)
H (0.990, 2.832, 0.921)
H (0.948, 4.078, -0.299)
H (-3.113, 3.710, 1.617)
H (-1.734, 4.782, 1.729)
H (-1.672, 3.186, 2.458)
C (5.810, -1.265, 5.232)
C (4.939, 0.000, 5.207)
C (5.836, 1.244, 5.279)
C (4.024, -0.020, 6.431)
C (4.164, 0.039, 3.910)
C (2.774, 0.103, 3.844)
C (2.159, 0.104, 2.617)
Br (0.231, 0.195, 2.533)
C (2.841, 0.039, 1.369)
O (2.192, -0.072, 0.273)
C (4.274, 0.070, 1.451)
C (4.855, 0.039, 2.699)
C (5.212, 0.126, 0.254)
C (6.095, 1.377, 0.390)
C (4.513, 0.220, -1.099)
C (6.080, -1.143, 0.256)
H (6.355, -1.313, 6.171)
H (6.534, -1.274, 4.421)
H (5.188, -2.152, 5.148)
H (6.367, 1.260, 6.227)
H (5.233, 2.147, 5.206)
H (6.570, 1.256, 4.478)
H (4.631, -0.061, 7.331)
H (3.381, -0.897, 6.417)
H (3.416, 0.880, 6.477)
H (2.166, 0.152, 4.731)
H (5.929, 0.018, 2.745)
H (5.481, 2.274, 0.354)
H (6.808, 1.413, -0.429)
H (6.654, 1.389, 1.320)
H (3.864, 1.090, -1.149)
H (3.926, -0.668, -1.298)
H (5.265, 0.311, -1.879)
H (6.748, -1.175, 1.111)
H (6.690, -1.179, -0.642)
H (5.454, -2.032, 0.282)
S (-0.631, 0.290, -5.099)
C (-0.816, 0.599, -3.415)
N (0.016, -0.007, -2.630)
C (0.894, -0.793, -3.330)
C (1.890, -1.595, -2.780)
C (2.652, -2.379, -3.618)
C (2.444, -2.360, -4.999)
C (1.474, -1.555, -5.564)
C (0.696, -0.774, -4.722)
H (-1.589, 1.253, -3.054)
H (2.026, -1.586, -1.709)
H (3.407, -3.032, -3.204)
H (3.054, -2.987, -5.630)
H (1.314, -1.533, -6.630)

The calculation puts the LUMO energy (spin up / spin down) at -4.37 / -4.41 eV. The expectation value of S² is 0.7778. The spin multiplicity is 2. For the energy relative to the best compared isomer or geometry (same formula, charge and spin), the calculation gives 0.0 kcal/mol. The HOMO energy (spin up / spin down) is -0.3741 / -0.3749 hartree. As for the charge: +1.

A structure of composition C33H47O9S2V at a distorted geometry. Source: OMol25; level of theory: wB97M-V/def2-TZVPD.

Positions of all 92 atoms, in Å:
O (3.002, -3.209, -0.709)
V (2.645, -3.120, -2.268)
O (3.681, -2.218, -3.088)
C (-1.367, -0.245, -0.612)
C (-0.617, -0.305, -1.933)
C (0.687, 0.472, -1.944)
O (-0.435, -1.684, -2.170)
H (-2.335, -0.742, -0.547)
H (-1.543, 0.812, -0.410)
H (-0.854, -0.688, 0.242)
H (-1.314, 0.104, -2.664)
H (0.829, 0.513, -3.024)
H (1.588, 0.287, -1.359)
H (0.395, 1.443, -1.543)
O (1.456, -2.092, -7.445)
S (0.335, -1.279, -7.967)
O (-0.985, -1.496, -7.251)
O (0.807, 0.319, -7.874)
C (-0.207, 1.308, -8.225)
C (-1.250, 1.672, -7.173)
C (0.127, -1.453, -9.848)
H (-0.719, 1.282, -9.186)
H (0.407, 2.172, -8.479)
H (-1.595, 2.679, -7.406)
H (-0.753, 1.675, -6.203)
H (-2.167, 1.092, -7.071)
H (-0.811, -0.972, -10.128)
H (0.041, -2.512, -10.092)
H (1.043, -0.964, -10.178)
O (-2.550, -6.293, -0.078)
S (-2.827, -6.720, 1.324)
O (-3.880, -7.658, 1.556)
O (-1.367, -7.298, 1.911)
C (-0.121, -7.058, 1.205)
C (1.185, -7.220, 2.038)
C (-3.108, -5.348, 2.409)
H (-0.131, -6.069, 0.747)
H (-0.081, -7.777, 0.387)
H (1.191, -8.144, 2.615)
H (1.254, -6.421, 2.776)
H (1.964, -6.980, 1.314)
H (-3.202, -5.727, 3.427)
H (-4.027, -4.919, 2.009)
H (-2.249, -4.698, 2.247)
C (9.100, -1.946, 1.007)
C (9.365, -1.580, -0.305)
C (8.324, -0.985, -1.040)
C (7.055, -0.783, -0.492)
C (6.826, -1.297, 0.713)
C (7.814, -1.909, 1.518)
H (9.839, -2.442, 1.620)
H (10.394, -1.527, -0.629)
H (8.427, -0.587, -2.039)
H (6.224, -0.285, -0.969)
H (5.863, -1.046, 1.134)
H (7.678, -2.177, 2.555)
C (-5.898, 5.300, 1.982)
C (-5.163, 6.433, 2.406)
C (-3.960, 6.776, 1.769)
C (-3.591, 6.042, 0.682)
C (-4.159, 4.878, 0.285)
C (-5.397, 4.510, 0.840)
H (-6.857, 4.992, 2.371)
H (-5.438, 7.096, 3.212)
H (-3.430, 7.701, 1.942)
H (-2.662, 6.285, 0.188)
H (-3.632, 4.361, -0.503)
H (-5.799, 3.551, 0.548)
C (3.061, 2.444, 3.318)
C (1.734, 2.393, 3.057)
C (1.115, 3.436, 2.355)
C (1.884, 4.352, 1.639)
C (3.285, 4.347, 1.729)
C (3.791, 3.369, 2.632)
H (3.571, 1.679, 3.884)
H (1.162, 1.648, 3.590)
H (0.058, 3.371, 2.143)
H (1.456, 4.949, 0.848)
H (4.030, 4.771, 1.072)
H (4.856, 3.206, 2.563)
C (-4.974, 0.014, 6.572)
C (-4.561, 0.099, 5.246)
C (-4.006, 1.272, 4.781)
C (-3.861, 2.369, 5.577)
C (-4.265, 2.281, 6.906)
C (-4.762, 1.098, 7.444)
H (-5.443, -0.913, 6.867)
H (-4.763, -0.794, 4.674)
H (-3.588, 1.187, 3.789)
H (-3.317, 3.263, 5.314)
H (-4.214, 3.180, 7.502)
H (-5.313, 1.103, 8.373)

The calculation puts the LUMO energy at -2.90 eV. The HOMO energy is -0.2896 hartree.